[1]
Formula: C27H33Ge2N5O3PtS
Source: the OMol25 dataset
Level of theory: ωB97M-V/def2-TZVPD

```
72
Properties=species:S:1:pos:R:3:forces:R:3:mulliken_charge:R:1
Pt 0.0643 0.2641 0.5208 -0.506 -0.301 0.445 2.68
N 1.4918 -1.1193 4.4912 -0.187 -0.271 -0.028 -0.40
C 1.0455 -0.9333 3.2404 1.158 1.429 -0.493 0.63
S 1.8654 0.2750 2.3006 -0.833 -0.212 -0.396 -0.44
N 0.0199 -1.6423 2.8596 -1.488 -1.734 0.521 -1.33
N -0.4637 -1.5663 1.6290 1.306 1.379 -0.044 0.78
C -1.4669 -2.3704 1.3717 -0.623 -0.803 0.175 -0.67
C -2.1655 -2.5755 0.1642 0.411 0.324 0.340 0.88
C -3.2105 -3.5256 0.1610 -0.334 -0.214 -0.083 -1.03
C -3.9467 -3.7762 -0.9634 0.053 -0.199 0.703 -0.68
C -3.6671 -3.0848 -2.1567 0.491 0.549 -0.339 -0.62
C -2.6497 -2.1787 -2.2117 -0.369 -0.171 -0.407 -0.56
C -1.8498 -1.8895 -1.0676 0.430 0.240 0.011 0.05
O -0.8858 -1.0741 -1.1681 -0.466 -0.251 -0.050 -0.26
H 2.3202 -0.6417 4.7951 0.024 0.028 0.039 0.20
H 1.1151 -1.8691 5.0457 -0.028 -0.057 0.016 0.24
H -1.7885 -2.9952 2.2070 0.159 0.101 -0.010 0.36
H -3.4185 -4.0558 1.0795 -0.058 -0.039 0.054 0.42
H -4.7452 -4.5013 -0.9467 -0.046 -0.071 0.071 0.42
H -4.2636 -3.2823 -3.0346 -0.015 -0.001 -0.100 0.45
H -2.4077 -1.6498 -3.1203 0.043 0.056 -0.097 0.55
C -3.0978 3.2314 1.3484 0.000 -0.121 0.125 -1.51
C -1.8808 2.5372 0.8407 0.341 -0.569 1.745 0.42
N -1.0972 1.8318 1.6110 -0.070 0.251 -0.303 0.10
O -1.5153 1.6293 2.9178 -0.363 0.279 -0.411 -0.44
C -1.4558 2.6611 -0.5256 0.494 -0.100 -1.522 0.44
C -1.8850 3.7938 -1.4033 0.097 -0.166 0.032 -1.56
N -0.6588 1.7242 -0.9580 0.239 0.016 1.339 -0.27
O -0.0882 1.7178 -2.1107 0.171 -0.027 -0.591 -0.58
H -3.4502 2.7343 2.2484 -0.063 0.090 -0.025 0.47
H -3.8815 3.2339 0.5954 -0.028 0.023 -0.029 0.37
H -2.8579 4.2657 1.5994 -0.013 0.047 -0.007 0.31
H -0.7170 1.4304 3.4296 0.164 -0.012 -0.346 0.36
H -1.5959 4.7501 -0.9715 -0.003 0.112 0.019 0.33
H -2.9642 3.7941 -1.5378 -0.112 0.040 -0.011 0.42
H -1.4129 3.6764 -2.3761 -0.033 0.050 0.019 0.28
C 2.7002 3.2679 -0.8587 -0.231 -0.507 -0.622 -1.00
Ge 2.3783 2.5095 -2.6996 0.632 0.944 0.061 0.74
C 1.3344 3.7856 -3.8433 0.210 -0.696 0.492 -1.26
C 4.1042 2.2323 -3.7305 -0.716 -0.214 0.431 -1.19
Ge 1.5631 -0.1141 -1.6748 0.972 -0.282 -0.992 -0.36
C 3.3268 -0.8586 -0.8431 -1.129 0.715 -0.385 0.59
C 3.2210 -2.0780 -0.1964 -0.181 -0.109 -0.084 0.00
C 4.3442 -2.6432 0.3821 -0.039 -0.074 0.041 -0.81
C 5.5562 -1.9738 0.3375 0.060 -0.063 0.091 -0.57
C 5.6421 -0.7328 -0.2661 0.123 0.124 0.026 -0.85
C 4.5198 -0.1643 -0.8426 0.016 0.179 -0.138 -0.11
C 1.2100 -1.1386 -3.3667 0.027 0.634 0.886 0.35
C 1.2014 -0.5340 -4.6132 0.072 0.219 0.094 0.14
C 0.9450 -1.2857 -5.7471 -0.016 0.065 -0.143 -0.72
C 0.6674 -2.6375 -5.6335 -0.025 0.014 -0.126 -0.63
C 0.6459 -3.2394 -4.3874 -0.004 -0.102 0.097 -0.67
C 0.9182 -2.4914 -3.2556 0.058 0.008 0.092 -0.10
H 2.7451 4.3517 -0.9188 -0.026 0.141 -0.112 0.47
H 3.6337 2.8984 -0.4455 0.098 -0.082 -0.005 0.34
H 1.8910 2.9849 -0.1863 -0.064 0.004 0.002 0.14
H 2.0355 4.3698 -4.4339 0.162 -0.017 -0.035 0.48
H 0.7440 4.4604 -3.2310 -0.043 -0.029 0.138 0.36
H 0.6695 3.2521 -4.5151 -0.079 -0.070 -0.070 0.40
H 4.5013 3.2285 -3.9009 -0.010 0.254 0.005 0.50
H 3.8998 1.7718 -4.6914 -0.086 -0.050 -0.112 0.39
H 4.8518 1.6424 -3.2155 0.016 -0.104 0.114 0.38
H 2.2638 -2.5836 -0.1420 -0.006 -0.109 0.037 0.24
H 4.2666 -3.5986 0.8774 0.020 -0.124 0.048 0.43
H 6.4319 -2.4091 0.7927 0.087 -0.073 0.047 0.41
H 6.5783 -0.1946 -0.2793 0.100 0.011 0.004 0.44
H 4.5807 0.8153 -1.2933 0.076 0.033 -0.016 0.01
H 1.3909 0.5318 -4.6922 0.006 -0.040 -0.124 0.11
H 0.9578 -0.8156 -6.7200 -0.018 0.028 -0.058 0.44
H 0.4596 -3.2182 -6.5190 -0.011 -0.070 -0.082 0.40
H 0.4156 -4.2899 -4.2917 -0.009 -0.106 -0.019 0.44
H 0.8897 -2.9567 -2.2800 0.015 -0.144 0.059 0.25
```
Forces are in eV/Å.

HOMO-LUMO gap (spin up / spin down) = 6.39 / 5.35 eV
Electronic energy = -6218.9916 Ha
Charge = +1
Multiplicity = 6

=====

[2]
Formula: C5H12Br12O4P3S2
Source: the OMol25 dataset
Level of theory: ωB97M-V/def2-TZVPD

```
38
Properties=species:S:1:pos:R:3:forces:R:3:mulliken_charge:R:1
C -1.1584 2.7012 1.4946 1.045 -0.014 -1.025 -0.80
P -2.0293 2.4406 3.1959 -3.502 0.840 -1.873 0.49
O -3.3696 1.2914 3.0168 2.200 1.595 -1.827 -0.45
S -0.7046 1.5363 4.6378 0.537 -2.904 0.581 0.11
S -1.7350 -0.1101 5.5582 -0.137 -0.108 -0.871 -0.01
P 1.0317 0.6717 3.7243 1.336 1.383 -0.117 -0.10
P 0.5515 -0.9491 2.3477 0.959 -7.990 -0.774 0.93
O 0.8663 -2.3585 3.0620 -1.695 5.801 -2.291 -0.58
O 1.7357 -0.8456 1.0294 -1.784 1.401 3.580 -0.44
O -1.0349 -0.8697 1.6336 2.532 -0.111 1.785 -0.49
H -1.6214 2.0643 0.6223 1.060 0.917 1.868 0.30
H -1.2259 3.8380 1.1362 -0.133 -2.397 1.307 0.34
H -0.0042 2.4868 1.6372 -2.305 0.260 -0.526 0.24
H -3.6773 1.3028 2.0469 0.706 -0.200 1.874 0.32
H -2.2421 -0.8169 4.4555 0.674 0.984 0.732 0.19
H 1.7908 0.0605 4.8224 -1.214 0.009 -0.748 0.22
H 2.5784 -0.5651 1.5197 -1.313 -0.620 -1.124 0.34
H -1.6251 -1.5732 2.0449 1.329 0.859 -0.585 0.36
C 3.9067 -2.6350 -1.6736 -0.266 0.016 -0.012 -0.15
Br 5.4741 -1.6178 -1.1322 -0.331 -0.225 -0.096 -0.04
Br 3.6484 -2.5953 -3.6012 0.095 -0.009 0.502 0.08
Br 3.9516 -4.4543 -0.9865 0.032 0.484 -0.186 0.00
H 3.0367 -2.1449 -1.2243 0.400 -0.231 -0.195 0.13
C 0.6991 -2.4652 -6.9729 -0.115 0.039 0.077 -0.23
Br 2.5954 -2.1216 -7.2381 -0.611 -0.588 0.180 -0.02
Br -0.2063 -2.8599 -8.6488 0.315 -0.130 0.448 -0.01
Br 0.3936 -3.8501 -5.6414 0.077 0.271 -0.329 -0.06
H 0.2587 -1.5424 -6.5812 0.259 -0.462 -0.185 0.27
C 1.3625 1.2668 -9.1942 0.164 0.205 -0.151 -0.32
Br 1.3625 0.4621 -10.9653 -0.010 0.146 0.543 0.01
Br -0.1320 0.6438 -8.1161 0.257 0.452 -0.245 -0.01
Br 3.0644 1.0171 -8.2857 -0.363 0.571 -0.398 0.00
H 1.2292 2.3448 -9.3329 0.036 -0.515 0.090 0.34
C -3.8511 2.1038 8.3717 -0.108 0.079 0.301 -0.34
Br -2.2837 3.1210 8.9132 -0.358 -0.317 -0.228 0.00
Br -4.1093 2.1434 6.4441 -0.200 0.264 0.421 0.02
Br -3.8061 0.2844 9.0589 0.054 0.459 -0.264 0.01
H -4.7211 2.5939 8.8211 0.378 -0.213 -0.240 0.36
```
Forces are in eV/Å.

HOMO-LUMO gap = 5.92 eV
Electronic energy = -33206.9212 Ha
Charge = +1

=====

[3]
Formula: C3H11N3O
Source: the OMol25 dataset
Level of theory: ωB97M-V/def2-TZVPD

```
18
Properties=species:S:1:pos:R:3:forces:R:3:mulliken_charge:R:1
C -1.5288 0.4885 1.1021 -0.413 1.389 -0.326 -1.05
C -1.5675 1.2363 -1.2803 -1.453 -1.144 0.189 -0.79
C 2.1106 1.1388 1.1430 -0.125 4.389 -1.974 -0.59
N -0.5055 -0.7777 -0.5536 2.632 -1.543 -3.855 -0.92
N 1.5739 -0.3723 -0.5620 -1.099 0.997 2.897 -0.53
N -1.1253 0.2805 -0.2873 0.152 1.830 3.457 0.80
O 1.4651 1.0134 -0.1043 -0.524 -1.253 -0.803 -0.20
H -1.1743 1.4190 1.5764 -0.151 0.021 -0.585 0.25
H -2.6216 0.5102 1.0066 0.035 -0.085 0.934 0.38
H -1.1419 -0.2801 1.7475 -0.198 -0.639 -0.077 0.37
H -2.6146 1.5459 -1.0464 0.459 -0.664 -0.418 0.24
H -1.0839 2.1612 -1.4706 1.435 0.773 0.816 0.29
H -1.4367 0.6886 -2.1798 -0.614 -0.406 -1.165 0.38
H 1.6804 0.5856 1.8895 -0.722 -1.775 1.871 0.26
H 2.0325 2.2678 1.4248 -0.267 -1.784 -0.371 0.20
H 3.1308 1.0491 0.9233 1.691 -0.914 0.537 0.34
H -0.1401 -1.3884 0.1623 -0.749 0.486 0.822 0.35
H 1.6321 -0.2403 -1.5293 -0.088 0.323 -1.951 0.23
```
Forces are in eV/Å.

HOMO-LUMO gap (spin up / spin down) = 8.19 / 7.70 eV
Electronic energy = -360.1748 Ha
Charge = 0

=====

[4]
Formula: C17H64INO24
Source: the OMol25 dataset
Level of theory: ωB97M-V/def2-TZVPD

```
107
Properties=species:S:1:pos:R:3:forces:R:3:mulliken_charge:R:1
C -2.4377 1.5012 -2.7200 0.689 0.129 0.304 -0.96
C -1.6168 1.9128 -1.4797 -0.318 -0.253 -0.053 -0.71
C -0.7350 0.8108 -0.9261 0.126 0.216 -0.234 0.07
C -1.3004 -0.3355 -0.3552 -0.666 -0.347 -0.275 1.60
C -2.8076 -0.5450 -0.2187 0.943 -0.063 1.163 -1.19
N -3.0893 -0.7005 1.2293 0.060 0.890 -0.174 -0.06
C -4.2368 0.0735 1.7051 -0.669 -1.088 0.366 -0.86
C -0.5221 -1.3654 0.1561 0.461 0.042 -0.092 -1.23
C 0.8610 -1.2693 0.1439 -0.208 -0.143 -0.112 -1.72
C 1.4284 -0.1252 -0.3806 0.673 0.248 -0.140 0.83
C 0.6643 0.9060 -0.9320 -0.263 -0.040 0.106 0.64
C 1.4278 2.0796 -1.4820 0.235 -0.304 0.315 -0.12
O 1.1134 2.6822 -2.4838 -0.153 0.256 -0.143 -0.57
C 2.6601 2.4323 -0.7078 -0.608 -0.356 -0.144 -0.81
C 3.3796 1.4567 -0.1593 0.565 0.221 0.155 0.83
C 4.6071 1.7581 0.6749 -0.570 -0.388 0.444 -1.14
C 4.4960 1.0357 2.0360 -0.343 0.142 -0.232 0.07
C 3.0926 1.0945 2.6518 0.292 0.390 0.619 -1.15
I 5.9189 1.9964 3.3775 -0.065 -0.273 -0.111 -0.01
C 2.9148 0.0403 -0.3651 -0.317 0.342 -0.257 0.01
O 3.6802 -0.8790 -0.5402 0.269 -0.136 0.359 -0.64
H -3.0710 0.6327 -2.5563 -0.018 0.005 0.033 0.15
H -3.0714 2.3355 -2.9925 -0.047 -0.029 -0.221 0.40
H -1.7513 1.2657 -3.5354 -0.089 0.080 -0.068 0.31
H -1.0296 2.7822 -1.7596 0.110 -0.054 0.098 0.51
H -2.2969 2.2497 -0.6868 -0.025 -0.112 -0.017 0.11
H -3.3226 0.3247 -0.6022 -0.389 -0.224 -0.059 0.61
H -3.1047 -1.4641 -0.7199 -0.093 0.297 -0.497 0.07
H -3.1953 -1.6812 1.4439 -0.076 -0.015 -0.009 0.22
H -5.1385 -0.5520 1.6495 -0.217 0.394 -0.130 0.27
H -4.1432 0.3546 2.7550 0.217 0.057 -0.053 0.27
H -4.4026 0.9935 1.1531 0.177 -0.059 -0.177 0.27
H -1.0109 -2.2323 0.5885 0.084 0.078 0.026 0.90
H 1.5009 -2.0516 0.5339 -0.025 0.009 0.010 0.57
H 2.9075 3.4831 -0.6153 0.158 -0.024 -0.171 0.40
H 5.5355 1.4868 0.1735 -0.014 0.037 -0.047 0.28
H 4.5665 2.8259 0.8954 0.239 0.057 -0.277 0.54
H 4.8105 -0.0027 1.9746 0.227 0.087 0.055 0.25
H 2.5834 0.1394 2.5727 -0.066 0.036 -0.294 0.21
H 2.4740 1.9070 2.2661 0.145 0.001 -0.178 0.24
H 3.1921 1.2661 3.7232 -0.202 -0.116 0.000 0.57
O 3.1840 -1.4505 4.0352 -0.027 -0.254 0.132 -0.53
H 3.1959 -2.4005 3.8633 0.219 0.018 -0.113 0.27
H 3.7431 -1.3397 4.8136 -0.134 0.083 0.138 0.26
O -0.6111 -4.1721 -2.0899 -0.010 0.070 0.000 -0.67
H -0.3548 -4.0367 -3.0072 0.003 -0.029 -0.003 0.30
H -0.3936 -3.3377 -1.6588 0.000 0.026 0.040 0.35
O -5.1448 -1.5679 -2.2235 -0.119 0.160 0.262 -0.54
H -4.8903 -2.4485 -2.5123 -0.008 0.007 -0.076 0.27
H -5.4442 -1.1462 -3.0355 0.124 -0.195 -0.167 0.25
O -1.8360 -3.5534 2.3362 0.009 -0.098 0.042 -0.56
H -1.7905 -4.5008 2.1694 -0.062 0.008 -0.048 0.26
H -1.3037 -3.4255 3.1290 -0.041 0.093 0.010 0.29
O -3.4863 2.8856 2.7664 0.194 0.146 -0.086 -0.59
H -3.2957 3.1137 3.6816 -0.098 0.081 -0.002 0.28
H -2.6187 2.8353 2.3494 0.004 -0.102 0.026 0.30
O 1.9950 3.3672 -5.4404 -0.078 0.093 -0.069 -0.65
H 1.3553 2.7508 -5.8108 0.007 -0.082 0.113 0.32
H 1.8189 3.3474 -4.4921 0.003 -0.080 0.105 0.37
O -3.6727 -1.7868 4.5804 0.072 -0.098 -0.038 -0.71
H -3.4263 -1.6360 3.6593 0.059 -0.043 0.009 0.37
H -3.4435 -0.9643 5.0236 -0.068 0.007 0.026 0.30
O 6.0761 -1.9606 0.8826 0.489 -0.357 -0.089 -0.65
H 6.2842 -2.8524 0.5789 -0.246 -0.028 -0.098 0.33
H 5.7565 -1.5082 0.0850 -0.294 0.162 0.112 0.32
O -5.4686 -2.1440 -5.0372 -0.468 -0.226 -0.142 -0.58
H -5.2134 -3.0223 -5.3364 0.036 0.010 0.033 0.26
H -5.7709 -1.6844 -5.8380 0.377 0.182 0.063 0.32
O -5.2752 2.0045 -3.5139 -0.359 -0.040 -0.258 -0.50
H -5.7818 2.7186 -3.9155 -0.004 0.021 0.063 0.25
H -5.9407 1.4578 -3.0816 0.036 0.045 0.097 0.27
O -8.6776 -2.4376 -4.2653 -0.009 0.033 0.008 -0.65
H -8.5427 -2.2326 -3.3348 -0.010 -0.027 0.008 0.32
H -7.7874 -2.4498 -4.6333 0.151 0.006 0.039 0.36
O -6.6061 -2.1856 4.1649 0.028 -0.455 0.182 -0.72
H -7.1252 -2.1970 4.9767 -0.038 0.185 -0.031 0.33
H -5.7040 -2.4012 4.4468 0.146 0.430 -0.029 0.41
O -5.4440 -0.1138 -6.9398 -0.071 0.198 -0.148 -0.62
H -5.1512 0.0651 -7.8381 -0.031 -0.064 -0.014 0.30
H -5.2308 0.6865 -6.4466 0.048 -0.088 0.141 0.31
O 4.5955 -3.7768 2.8216 0.212 -0.072 0.011 -0.62
H 5.1820 -4.3925 3.2715 -0.066 -0.041 0.029 0.29
H 5.1866 -3.1292 2.4087 -0.279 0.180 -0.013 0.36
O 4.1415 -0.7414 7.0451 0.125 -0.091 -0.017 -0.60
H 3.6448 -0.7421 7.8690 -0.094 0.010 -0.056 0.29
H 5.0303 -1.0058 7.3032 0.024 0.053 -0.031 0.31
O 9.2364 -1.8168 0.3344 -0.141 -0.070 -0.044 -0.66
H 9.5764 -1.7805 1.2342 0.047 0.118 -0.018 0.32
H 8.3386 -2.1529 0.4430 -0.022 -0.004 0.135 0.32
O 7.1306 0.1060 -0.9276 0.004 -0.036 -0.023 -0.56
H 7.7511 -0.4828 -0.4806 0.196 0.157 0.081 0.32
H 7.6970 0.7684 -1.3366 -0.064 0.038 -0.037 0.26
O 8.6470 3.2663 1.3288 -0.085 -0.035 0.065 -0.67
H 8.1702 4.0096 0.9401 0.025 0.012 -0.007 0.39
H 7.9647 2.7592 1.7898 0.114 -0.016 -0.017 0.17
O 8.7990 4.4913 -1.0884 0.168 0.048 -0.132 -0.64
H 9.3918 3.8638 -0.6556 -0.097 -0.049 0.047 0.35
H 9.3807 5.1048 -1.5473 -0.067 0.033 -0.022 0.29
O -1.1864 2.5839 -5.8868 0.107 0.035 -0.101 -0.62
H -0.9179 2.7318 -6.7996 -0.065 0.016 -0.018 0.28
H -0.9813 3.4143 -5.4427 0.001 -0.029 0.058 0.33
O -7.4023 -5.0117 4.8385 0.133 -0.006 0.072 -0.65
H -6.9527 -4.1943 4.5806 -0.173 -0.039 -0.200 0.36
H -7.2220 -5.6218 4.1180 -0.038 -0.010 0.002 0.30
O -5.2961 4.2647 0.4197 0.088 -0.043 -0.107 -0.64
H -4.6771 3.6765 0.8678 -0.081 0.039 0.227 0.33
H -4.7368 4.9082 -0.0251 -0.029 0.013 -0.013 0.29
```
Forces are in eV/Å.

HOMO-LUMO gap = 7.79 eV
Electronic energy = -2844.3470 Ha
Charge = 0

=====

[5]
Formula: C10H16
Source: the OMol25 dataset
Level of theory: ωB97M-V/def2-TZVPD

```
26
Properties=species:S:1:pos:R:3:forces:R:3:mulliken_charge:R:1
C 0.5024 -1.4934 -1.9312 1.339 0.322 0.079 -1.22
C 0.9037 -1.2892 -0.4469 -0.820 1.172 -0.319 0.10
C -0.3992 -0.6280 0.1183 0.746 -0.938 0.034 0.33
C -1.3163 -1.5733 0.6299 -0.732 2.093 0.434 -0.60
C -2.5753 -1.1399 1.0099 2.250 2.875 -1.730 -0.61
C -2.9001 0.2321 0.7324 -2.835 -2.935 1.220 -0.33
C -2.0626 1.1243 0.2292 3.818 2.644 -1.610 -0.67
C -0.7169 0.7417 -0.0617 -1.751 -3.619 1.410 -0.16
H -0.0664 -2.3550 -2.2338 -1.537 0.116 0.635 0.35
H 1.3387 -1.7780 -2.5023 1.965 -0.020 -0.655 0.43
H 0.2447 -0.5097 -2.3419 -0.707 -0.582 -0.025 0.31
H 1.3009 -2.2463 0.0467 -0.830 1.595 -0.453 0.44
H 1.6598 -0.4668 -0.4509 -0.181 -1.038 0.118 -0.48
H -0.9744 -2.5547 0.8081 0.200 -1.076 0.058 0.38
H -3.2729 -1.7139 1.4926 -1.571 -1.530 0.907 0.52
H -3.9537 0.4484 0.8958 0.194 0.468 0.151 0.31
H -2.2284 2.2031 0.0007 -0.680 -1.049 0.460 0.30
H 0.0656 1.3645 -0.3358 0.925 1.412 -0.736 0.54
C 2.6001 2.2151 0.3983 2.379 2.529 -1.062 -0.68
C 3.7154 1.3398 -0.0825 0.209 -3.843 0.974 -0.79
H 1.9456 1.9127 1.1764 -0.166 -0.864 0.774 0.31
H 3.3495 3.0461 0.8398 -2.955 -0.548 -1.199 0.29
H 2.0000 2.4002 -0.4976 -0.119 1.178 0.442 0.16
H 4.4461 1.4400 0.6997 1.041 -0.430 -0.152 0.31
H 4.1689 1.3944 -1.0672 -0.177 1.258 -0.100 0.29
H 3.4698 0.2396 -0.1046 -0.006 0.810 0.344 0.21
```
Forces are in eV/Å.

HOMO-LUMO gap = 9.85 eV
Electronic energy = -390.5469 Ha
Charge = 0

=====

> What is the formula in the second record?

C5H12Br12O4P3S2

=====

> What is the formula in the fourth record?

C17H64INO24